(1)
{"formula": "C58H90O43S", "method": "ωB97M-V with the def2-TZVPD basis set", "symbols": ["C", "C", "C", "O", "C", "O", "O", "H", "H", "H", "H", "H", "H", "C", "C", "C", "O", "C", "O", "O", "H", "H", "H", "H", "H", "H", "C", "C", "C", "O", "C", "O", "O", "H", "H", "H", "H", "H", "H", "C", "C", "C", "O", "C", "O", "O", "H", "H", "H", "H", "H", "H", "C", "C", "C", "O", "C", "O", "O", "H", "H", "H", "H", "H", "H", "C", "C", "C", "O", "C", "O", "O", "H", "H", "H", "H", "H", "H", "C", "C", "C", "O", "C", "O", "O", "H", "H", "H", "H", "H", "H", "C", "C", "C", "O", "C", "O", "O", "H", "H", "H", "H", "H", "H", "C", "C", "C", "O", "C", "O", "O", "H", "H", "H", "H", "H", "H", "C", "C", "C", "O", "C", "O", "O", "H", "H", "H", "H", "H", "H", "C", "C", "C", "O", "C", "O", "O", "H", "H", "H", "H", "H", "H", "C", "C", "C", "O", "C", "O", "O", "H", "H", "H", "H", "H", "H", "C", "C", "C", "O", "C", "O", "O", "H", "H", "H", "H", "H", "H", "C", "C", "C", "O", "C", "O", "O", "H", "H", "H", "H", "H", "H", "C", "S", "O", "C", "H", "H", "H", "H", "H", "H"], "coordinates": [[5.40, 3.90, -1.11], [4.49, 3.74, 0.12], [3.91, 5.04, 0.68], [2.64, 5.10, 0.18], [2.30, 3.94, -0.33], [1.16, 3.67, -0.66], [3.38, 3.08, -0.32], [5.62, 2.94, -1.60], [6.40, 4.25, -0.85], [4.90, 4.51, -1.86], [5.07, 3.20, 0.87], [4.67, 5.80, 0.47], [3.69, 5.07, 1.75], [1.70, -3.63, 0.47], [0.51, -3.86, 1.41], [-0.08, -5.28, 1.31], [-0.25, -5.50, 2.72], [0.45, -4.63, 3.52], [0.42, -4.68, 4.76], [1.08, -3.74, 2.77], [1.42, -3.33, -0.54], [2.46, -4.40, 0.57], [2.13, -2.72, 0.89], [-0.32, -3.15, 1.31], [0.57, -5.97, 0.78], [-1.04, -5.28, 0.80], [6.72, -1.32, -2.83], [6.07, -2.71, -2.47], [4.76, -2.95, -3.11], [5.03, -4.19, -3.78], [6.34, -4.59, -3.54], [6.88, -5.58, -3.95], [6.91, -3.74, -2.77], [7.56, -1.04, -2.19], [5.88, -0.63, -2.71], [6.97, -1.37, -3.88], [5.85, -2.79, -1.40], [4.50, -2.16, -3.81], [4.08, -3.04, -2.26], [-4.02, 1.71, 2.40], [-4.85, 0.98, 1.27], [-6.31, 0.88, 1.59], [-7.00, 1.62, 0.49], [-6.08, 2.17, -0.25], [-6.33, 2.91, -1.19], [-4.86, 1.84, 0.19], [-3.91, 1.16, 3.33], [-4.52, 2.65, 2.66], [-3.12, 1.96, 1.84], [-4.44, -0.03, 1.18], [-6.67, 1.19, 2.57], [-6.57, -0.17, 1.46], [3.12, -1.03, 3.56], [4.65, -1.15, 3.26], [5.13, -2.53, 2.72], [5.34, -2.27, 1.38], [5.40, -0.98, 1.11], [5.76, -0.56, 0.05], [4.95, -0.30, 2.15], [2.61, -1.27, 2.63], [3.01, 0.05, 3.70], [2.84, -1.67, 4.40], [5.15, -0.91, 4.19], [4.35, -3.29, 2.82], [6.03, -2.94, 3.19], [-2.64, 4.72, -0.67], [-2.93, 3.94, -1.97], [-3.60, 4.74, -3.11], [-2.64, 4.76, -4.14], [-1.61, 3.92, -3.86], [-0.65, 3.74, -4.60], [-1.68, 3.70, -2.55], [-1.93, 4.22, -0.01], [-3.56, 4.95, -0.12], [-2.34, 5.73, -0.94], [-3.44, 3.03, -1.69], [-3.89, 5.68, -2.63], [-4.51, 4.25, -3.47], [4.81, 4.98, -6.34], [4.77, 4.50, -4.86], [3.41, 4.31, -4.35], [3.31, 3.05, -3.79], [4.38, 2.35, -4.15], [4.45, 1.07, -4.15], [5.35, 3.24, -4.75], [4.26, 4.36, -7.04], [5.84, 4.95, -6.69], [4.45, 6.00, -6.45], [5.22, 5.14, -4.11], [2.67, 4.46, -5.14], [3.22, 5.06, -3.59], [-2.32, -1.77, 6.33], [-0.78, -1.58, 6.21], [-0.18, -0.83, 5.00], [0.75, 0.01, 5.63], [0.62, 0.02, 6.98], [1.33, 0.68, 7.72], [-0.36, -0.83, 7.31], [-2.82, -0.81, 6.43], [-2.60, -2.34, 7.21], [-2.76, -2.23, 5.44], [-0.24, -2.52, 6.33], [-1.09, -0.36, 4.61], [0.23, -1.43, 4.19], [1.49, -0.33, -0.92], [0.56, 0.41, 0.06], [-0.77, 0.86, -0.51], [-1.69, 0.50, 0.49], [-1.15, -0.31, 1.34], [-1.70, -0.85, 2.33], [0.16, -0.58, 0.98], [2.44, -0.60, -0.46], [1.81, 0.45, -1.61], [1.09, -1.18, -1.47], [1.12, 1.19, 0.57], [-0.95, 0.38, -1.47], [-0.81, 1.95, -0.65], [-2.71, -1.05, -4.92], [-2.40, -0.77, -3.41], [-3.60, -0.85, -2.50], [-3.20, -1.79, -1.54], [-1.96, -2.23, -1.77], [-1.31, -3.01, -1.11], [-1.58, -1.75, -2.90], [-3.21, -0.25, -5.46], [-3.35, -1.91, -5.11], [-1.70, -1.15, -5.32], [-1.99, 0.24, -3.30], [-4.40, -1.27, -3.12], [-3.93, 0.12, -2.12], [1.27, 0.29, -4.78], [0.99, 1.04, -6.06], [2.10, 1.03, -7.12], [1.54, 0.37, -8.24], [0.28, -0.04, -8.01], [-0.49, -0.52, -8.85], [-0.07, 0.31, -6.72], [1.90, 0.90, -4.12], [1.77, -0.67, -4.86], [0.48, 0.09, -4.06], [0.64, 2.05, -5.91], [2.96, 0.50, -6.70], [2.37, 2.06, -7.32], [0.18, 3.60, 2.57], [-0.44, 3.85, 3.91], [-1.91, 4.38, 4.01], [-2.50, 3.57, 5.04], [-1.67, 2.45, 5.16], [-1.84, 1.55, 5.99], [-0.53, 2.60, 4.44], [0.20, 4.55, 2.04], [-0.35, 2.88, 1.95], [1.21, 3.28, 2.69], [0.16, 4.49, 4.55], [-2.43, 4.30, 3.06], [-1.86, 5.44, 4.28], [-6.02, 0.07, 5.96], [-6.05, 0.83, 7.26], [-6.47, 2.33, 7.19], [-7.60, 2.39, 8.07], [-7.87, 1.12, 8.67], [-8.83, 0.87, 9.39], [-6.94, 0.23, 8.17], [-5.34, 0.52, 5.24], [-7.01, 0.11, 5.50], [-5.72, -0.97, 6.00], [-5.13, 0.67, 7.82], [-6.83, 2.70, 6.23], [-5.71, 3.05, 7.50], [1.16, -4.69, -2.97], [1.59, -5.56, -4.23], [2.17, -6.93, -3.97], [1.28, -7.81, -4.67], [0.29, -7.11, -5.32], [-0.61, -7.52, -6.04], [0.42, -5.80, -4.98], [0.61, -3.77, -3.18], [2.02, -4.44, -2.36], [0.45, -5.22, -2.34], [2.32, -5.01, -4.82], [2.10, -7.22, -2.92], [3.21, -7.11, -4.27], [-3.35, -3.82, 3.10], [-5.10, -3.71, 2.54], [-5.60, -2.38, 3.02], [-4.77, -3.44, 0.68], [-2.90, -2.98, 2.56], [-2.95, -4.79, 2.82], [-3.36, -3.69, 4.18], [-4.17, -2.57, 0.41], [-5.69, -3.48, 0.10], [-4.18, -4.28, 0.31]], "lowdin_charge": [0.01, -0.33, -0.11, 0.09, -0.52, 0.13, 0.08, 0.09, 0.09, 0.07, 0.16, 0.14, 0.14, -0.01, -0.26, -0.07, 0.03, -0.52, 0.10, 0.07, 0.05, 0.10, 0.05, 0.12, 0.13, 0.13, 0.01, -0.36, -0.10, 0.05, -0.57, 0.15, 0.14, 0.08, 0.05, 0.09, 0.14, 0.13, 0.12, 0.01, -0.32, -0.03, 0.11, -0.58, 0.12, 0.06, 0.08, 0.09, 0.06, 0.14, 0.14, 0.12, 0.00, -0.26, -0.09, 0.06, -0.60, 0.16, 0.09, 0.06, 0.09, 0.10, 0.15, 0.13, 0.14, 0.00, -0.31, -0.08, 0.08, -0.50, 0.13, 0.06, 0.07, 0.09, 0.09, 0.13, 0.13, 0.14, 0.01, -0.36, -0.15, 0.08, -0.41, 0.07, 0.06, 0.08, 0.09, 0.09, 0.14, 0.14, 0.14, 0.01, -0.29, -0.11, 0.04, -0.54, 0.12, 0.09, 0.06, 0.09, 0.05, 0.14, 0.09, 0.12, 0.02, -0.29, -0.05, 0.08, -0.50, 0.10, 0.06, 0.08, 0.08, 0.08, 0.14, 0.12, 0.12, 0.02, -0.33, -0.08, 0.07, -0.58, 0.14, 0.11, 0.09, 0.09, 0.07, 0.14, 0.14, 0.14, -0.01, -0.29, -0.09, 0.08, -0.48, 0.12, 0.04, 0.06, 0.10, 0.06, 0.13, 0.13, 0.13, -0.01, -0.35, -0.07, 0.05, -0.42, 0.13, 0.07, 0.09, 0.08, 0.10, 0.16, 0.11, 0.13, -0.02, -0.32, -0.08, 0.02, -0.42, 0.12, 0.06, 0.07, 0.09, 0.09, 0.15, 0.12, 0.13, 0.00, -0.29, -0.08, 0.06, -0.50, 0.14, 0.07, 0.07, 0.05, 0.08, 0.14, 0.13, 0.14, -0.23, 0.86, -0.59, -0.22, 0.03, 0.05, 0.04, 0.02, 0.05, 0.04], "orbital_gap_ha": 0.33131, "homo_energy_ha": -0.34304, "e_tot_ha": -5897.6006, "max_force_ev_per_a": 6.238, "spin_multiplicity": 1}



(2)
{"formula": "C13H17IN6O2OsS", "method": "ωB97M-V with the def2-TZVPD basis set", "symbols": ["Os", "N", "C", "S", "N", "N", "C", "C", "C", "C", "C", "C", "N", "H", "H", "H", "H", "H", "H", "H", "O", "I", "C", "C", "N", "N", "C", "H", "H", "H", "C", "C", "C", "O", "H", "H", "H", "H", "H", "H", "H"], "coordinates": [[0.14, -0.69, -0.59], [4.31, -1.39, -1.46], [3.04, -1.20, -0.96], [1.70, -1.38, -2.08], [2.93, -0.88, 0.28], [1.64, -0.70, 0.81], [1.23, 0.63, 0.81], [-0.09, 1.11, 1.30], [-0.19, 2.33, 1.96], [-1.46, 2.74, 2.33], [-2.55, 1.93, 2.02], [-2.35, 0.74, 1.34], [-1.13, 0.33, 1.00], [4.35, -1.92, -2.32], [4.98, -1.71, -0.78], [1.91, 1.40, 0.49], [0.69, 2.91, 2.16], [-1.60, 3.67, 2.86], [-3.56, 2.22, 2.29], [-3.17, 0.09, 1.08], [-0.73, -1.98, -1.71], [-0.98, -5.21, 4.46], [-1.18, -4.05, 2.77], [-2.23, -4.06, 1.88], [-1.92, -3.15, 0.93], [-0.75, -2.56, 1.16], [-0.28, -3.10, 2.26], [-3.14, -4.64, 1.85], [-2.43, -2.91, 0.09], [0.68, -2.78, 2.65], [-0.26, 3.08, -1.81], [0.29, 1.73, -2.25], [0.61, 1.72, -3.74], [-0.62, 0.69, -1.92], [0.45, 3.88, -2.02], [-0.48, 3.09, -0.74], [-1.19, 3.29, -2.35], [1.24, 1.57, -1.71], [-0.29, 1.90, -4.31], [1.02, 0.75, -4.04], [1.35, 2.49, -3.98]], "nbo_charge": [1.28, -0.80, 0.24, 0.07, -0.38, -0.28, -0.21, 0.20, -0.23, -0.13, -0.26, 0.09, -0.47, 0.39, 0.39, 0.22, 0.23, 0.23, 0.23, 0.21, -0.54, 0.18, -0.31, -0.07, -0.31, -0.27, -0.06, 0.23, 0.43, 0.23, -0.62, 0.09, -0.62, -0.75, 0.20, 0.20, 0.21, 0.14, 0.21, 0.22, 0.20], "orbital_gap_ha": [0.24483, 0.25090], "relative_energy_kj_mol": 194.9, "homo_energy_ha": [-0.24458, -0.30674], "e_tot_ha": -1770.9656, "max_force_ev_per_a": 4.478, "spin_multiplicity": 5}



(3)
{"formula": "C2H6BrClOSi", "method": "ωB97M-V with the def2-TZVPD basis set", "symbols": ["C", "C", "O", "Si", "Cl", "Br", "H", "H", "H", "H", "H", "H"], "coordinates": [[0.21, 0.90, 2.15], [1.14, -1.33, -2.39], [-0.53, 1.26, 1.02], [-1.13, 0.43, -0.22], [-2.30, 1.73, -1.19], [-2.21, -1.32, 0.63], [1.28, 0.97, 1.92], [-0.02, -0.11, 2.47], [-0.03, 1.60, 2.95], [1.15, -2.25, -1.83], [0.51, -1.26, -3.25], [1.94, -0.63, -2.27]], "nbo_charge": [-0.24, -0.52, -0.92, 1.33, -0.37, -0.34, 0.18, 0.18, 0.19, 0.17, 0.17, 0.17], "orbital_gap_ha": [0.29539, 0.29318], "relative_energy_kj_mol": 322.9, "homo_energy_ha": [-0.29575, -0.33222], "e_tot_ha": -3478.7455, "max_force_ev_per_a": 1.303, "spin_multiplicity": 1}



(4)
{"formula": "C28H28CaN2Si", "method": "ωB97M-V with the def2-TZVPD basis set", "symbols": ["C", "C", "C", "H", "C", "C", "H", "H", "H", "H", "Ca", "C", "H", "H", "H", "Si", "C", "C", "H", "C", "H", "C", "H", "C", "H", "C", "H", "C", "C", "H", "C", "H", "C", "H", "C", "H", "C", "H", "H", "H", "C", "C", "C", "C", "N", "C", "C", "C", "C", "C", "C", "N", "H", "H", "H", "H", "H", "H", "H", "H"], "coordinates": [[0.84, 2.39, 3.52], [1.25, 2.77, 2.22], [0.08, 2.99, 1.45], [2.26, 2.97, 1.91], [-1.04, 2.76, 2.28], [-0.56, 2.38, 3.55], [-1.16, 2.25, 4.44], [1.49, 2.28, 4.38], [0.05, 3.34, 0.43], [-2.08, 2.90, 2.01], [0.13, 0.25, 1.87], [-0.45, -0.22, -1.16], [-1.34, 0.43, -0.92], [-0.41, -1.27, -0.62], [0.53, 0.32, -1.29], [-0.36, -1.21, -3.73], [1.36, -1.09, -4.43], [2.03, 0.13, -4.25], [1.51, 0.96, -3.79], [3.37, 0.28, -4.61], [3.88, 1.23, -4.43], [4.04, -0.79, -5.21], [5.08, -0.66, -5.50], [3.38, -1.99, -5.47], [3.92, -2.81, -5.95], [2.04, -2.13, -5.09], [1.52, -3.07, -5.29], [-1.37, 0.20, -4.40], [-1.21, 0.83, -5.65], [-0.47, 0.46, -6.35], [-1.97, 1.96, -5.99], [-1.79, 2.48, -6.94], [-2.94, 2.43, -5.10], [-3.50, 3.33, -5.34], [-3.17, 1.77, -3.89], [-3.92, 2.14, -3.19], [-2.42, 0.63, -3.58], [-2.61, 0.10, -2.65], [-0.44, -1.56, -2.27], [-1.00, -2.40, -4.31], [-3.66, -0.93, 4.16], [-3.18, -1.66, 5.27], [-1.82, -1.83, 5.46], [-0.95, -1.29, 4.49], [-1.43, -0.61, 3.39], [-2.77, -0.38, 3.26], [0.51, -1.40, 4.60], [1.13, -2.08, 5.66], [2.52, -2.17, 5.70], [3.26, -1.53, 4.70], [2.61, -0.83, 3.69], [1.26, -0.81, 3.59], [-4.72, -0.77, 4.02], [-3.88, -2.09, 5.99], [-1.45, -2.40, 6.33], [-3.14, 0.22, 2.40], [0.56, -2.59, 6.46], [3.02, -2.72, 6.50], [4.34, -1.57, 4.73], [3.23, -0.31, 2.94]], "nbo_charge": [-0.40, -0.42, -0.36, 0.22, -0.40, -0.39, 0.21, 0.21, 0.23, 0.21, 1.62, -1.27, 0.19, 0.17, 0.20, 1.13, -0.47, -0.15, 0.20, -0.24, 0.21, -0.22, 0.21, -0.22, 0.21, -0.19, 0.21, -0.47, -0.13, 0.20, -0.25, 0.21, -0.21, 0.21, -0.23, 0.21, -0.19, 0.22, -0.07, -0.22, -0.24, -0.14, -0.22, 0.14, -0.53, 0.07, 0.26, -0.24, -0.14, -0.24, 0.06, -0.56, 0.23, 0.23, 0.23, 0.23, 0.23, 0.23, 0.23, 0.22], "orbital_gap_ha": [0.12218, 0.12216], "relative_energy_kj_mol": 185.5, "homo_energy_ha": [-0.17685, -0.17683], "e_tot_ha": -2160.2606, "max_force_ev_per_a": 3.773, "spin_multiplicity": 1}